Record 1
Below is a molecular structure, C21H15N2O5SSc, with properties calculated with ωB97M-V/def2-TZVPD.

Structure (XYZ):
```
45
Properties=species:S:1:pos:R:3:forces:R:3
Sc -0.060726 -0.837218 1.967977 0.79 0.07 -0.55
O 0.202826 -4.573454 6.657167 0.04 -0.10 0.10
C 0.089385 -3.797282 5.759329 -0.08 0.19 -0.16
C 0.810404 -2.433845 5.621021 -0.12 -0.19 -0.16
O 1.594061 -1.957403 6.397197 0.08 0.05 0.10
C 0.314777 -1.893688 4.351873 0.14 0.23 0.03
C -0.586639 -2.728492 3.737647 -0.06 -0.10 0.28
O -1.147499 -2.382752 2.602292 -0.48 0.11 -0.26
C -0.819088 -3.955262 4.516860 0.23 0.13 0.09
O -1.543778 -4.878711 4.266228 -0.09 -0.13 0.01
O 0.627296 -0.724439 3.776300 0.05 -0.29 0.42
C -2.442012 3.726887 -1.382260 -0.03 -0.05 0.01
C -2.881860 2.424850 -1.050262 0.03 0.07 -0.02
C -2.100507 1.617381 -0.272151 0.02 -0.01 -0.01
C -0.834277 2.044215 0.208908 0.04 0.04 -0.11
C 0.003041 1.170621 0.971168 -0.25 -0.08 0.22
C 1.240998 1.655110 1.355887 -0.18 0.10 -0.12
C 1.686866 2.963400 1.026825 -0.04 -0.05 -0.02
C 0.878985 3.788224 0.302989 -0.07 0.00 -0.03
C -0.403234 3.350101 -0.132119 0.10 0.07 -0.01
C -1.235793 4.178280 -0.926799 0.03 -0.01 0.02
H -3.066936 4.366322 -1.992768 0.00 -0.01 0.01
H -3.841565 2.072873 -1.407442 0.01 0.02 0.01
H -2.447332 0.622635 -0.014315 0.02 -0.03 0.02
H 1.925515 1.041040 1.941540 0.00 -0.05 0.03
H 2.663028 3.300916 1.353157 -0.02 -0.01 0.01
H 1.203434 4.790099 0.044814 -0.01 -0.01 0.00
H -0.895126 5.177785 -1.172901 0.00 -0.01 0.00
C 0.618236 1.470832 -3.016831 -0.02 -0.03 -0.01
C 0.689984 0.011012 -2.730402 0.03 -0.06 0.01
C 0.442906 -0.983119 -3.640774 -0.02 0.10 -0.01
C 0.538847 -2.310406 -3.211648 0.02 -0.21 0.04
N 0.879013 -2.642700 -1.966303 0.01 0.14 -0.06
C 1.138384 -1.675293 -1.093839 0.20 -0.17 0.06
S 1.722264 -2.030541 0.495093 -0.31 0.08 -0.11
N 1.032948 -0.374763 -1.484617 -0.06 0.11 0.06
C 0.267294 -3.450395 -4.139295 0.01 0.03 0.01
H 0.442198 1.635265 -4.076689 0.01 0.01 0.00
H 1.546157 1.966356 -2.726654 -0.02 -0.01 0.03
H -0.194992 1.924391 -2.448047 -0.03 0.02 0.03
H 0.176930 -0.735041 -4.657381 0.00 -0.03 0.01
H 1.162521 0.324428 -0.751169 0.03 0.08 0.01
H 0.068134 -3.117068 -5.155255 0.00 0.01 0.01
H -0.588662 -4.016702 -3.770099 0.01 0.00 0.01
H 1.123597 -4.124447 -4.134252 -0.02 -0.01 0.00
```
Forces are in eV/Å.

Output
DFT total energy in hartree: -2453.9564
Gap between HOMO and LUMO in Ha: 0.2666
LUMO level in eV: -1.1
Relative energy (zero: lowest compared OMol25 entry of this formula, charge and spin) in eV: 0.100

Record 2
Below is 2 unconnected molecules or ions with the total composition C6H9N2, with properties calculated with ωB97M-V/def2-TZVPD.

Structure (XYZ):
```
17
Properties=species:S:1:pos:R:3:forces:R:3
C -0.099018 -1.903886 1.659721 -1.12 -0.65 1.56
C -0.811989 -0.883396 1.179329 0.18 0.78 -0.84
C 1.075619 -1.024002 0.078391 0.13 3.05 -2.64
C 0.334412 1.721979 -1.331462 3.22 0.14 1.04
C -0.795197 2.139561 -0.381605 0.28 -0.51 -0.32
C -0.454196 0.741105 -0.655444 -0.80 -0.37 -0.70
N 1.054848 -1.966301 0.980103 2.92 -0.98 -0.35
N -0.063130 -0.294007 0.157791 0.63 -1.74 1.17
H -0.333691 -2.586606 2.448859 -0.05 -0.13 0.17
H -1.763588 -0.503811 1.407249 -0.95 0.23 0.38
H 1.802939 -0.673815 -0.690645 -0.23 -1.07 1.07
H 0.433741 2.017755 -2.360491 -0.70 -0.32 -0.40
H 1.411616 1.711771 -0.879749 -1.82 0.53 -0.59
H -0.452400 2.600260 0.535498 -0.55 0.09 0.14
H -1.718820 2.412450 -0.881396 0.14 0.57 0.31
H -1.543997 -1.009793 -2.459051 0.03 0.17 0.13
H 1.922850 -2.499264 1.192902 -1.32 0.22 -0.12
```
Forces are in eV/Å.

Output
DFT total energy in hartree: -343.0832
Charge: +1
Gap between HOMO and LUMO (spin up / spin down) in Ha: 0.3453 / 0.3239
LUMO level (spin up / spin down) in eV: -4.8 / -3.7
Relative energy (zero: lowest compared OMol25 entry of this formula, charge and spin) in eV: 6.483

Record 3
Below is a single C4H10N2O molecule, with properties calculated with ωB97M-V/def2-TZVPD.

Structure (XYZ):
```
17
Properties=species:S:1:pos:R:3:forces:R:3
C -0.730941 -0.421816 1.051592 -0.87 -0.59 0.30
N 0.558456 -0.698113 0.718546 -0.31 1.46 -1.22
C 1.419224 0.679295 0.726577 2.46 -0.78 1.59
N 2.689692 0.076307 0.291170 0.40 -0.66 -0.09
O 0.884046 1.535024 -0.021752 -1.12 -0.50 -0.86
C -1.679801 0.063171 -0.156855 0.65 -0.33 0.27
C -1.158292 -0.358531 -1.515785 0.06 0.88 -0.22
H -0.831035 0.247387 1.911884 -0.17 0.32 -0.09
H -1.191847 -1.399813 1.236381 0.13 -0.28 0.20
H 1.523636 0.942839 1.794278 -0.18 0.06 0.02
H 3.246845 0.541401 -0.408635 -0.29 0.75 0.03
H 2.615955 -0.884522 -0.018152 -0.35 0.06 0.22
H -2.691574 -0.271585 0.057485 -0.05 -0.06 -0.04
H -1.623391 1.138364 -0.049989 0.08 0.29 -0.11
H -1.188146 -1.418560 -1.748461 -0.25 -0.07 0.11
H -1.710590 0.237735 -2.248024 -0.19 -0.43 -0.16
H -0.132237 -0.008591 -1.620254 0.00 -0.14 0.05
```
Forces are in eV/Å.

Output
DFT total energy in hartree: -342.9667
Gap between HOMO and LUMO in Ha: 0.2422
LUMO level in eV: -2.6
Relative energy (zero: lowest compared OMol25 entry of this formula, charge and spin) in eV: 6.388